No. 1
# C29H85N11O11

11 unconnected molecules or ions with the total composition C29H85N11O11 at a distorted geometry (ωB97M-V/def2-TZVPD, the OMol25 dataset).

Results
M	764.1	g/mol
gap between HOMO and LUMO	9.03	eV
ΔE to the lowest compared entry with this formula, charge and spin	0.00	kJ/mol
E_tot	-2585.867686	a.u.
SMILES	COC[C@H](C)N.COC[C@H](C)N.COC[C@H](C)N.COC[C@H](C)N.COC[C@H](C)N.NC(N)=O.NC(N)=O.NC(N)=O.CCO.CCO.CCO
F_max	2.6	eV/Å

Structure (ORCA input):
```
! wB97M-V def2-TZVPD RIJCOSX def2/J DEFGRID3
* xyz 0 1
C 17.136 8.279 7.717
C 18.069 8.820 8.812
C 17.646 8.335 10.237
O 16.311 8.606 10.645
C 16.145 9.790 11.364
N 19.518 8.508 8.663
H 16.111 8.506 8.039
H 17.250 7.197 7.716
H 17.369 8.626 6.714
H 18.015 9.907 8.952
H 18.269 8.763 11.029
H 17.706 7.252 10.169
H 16.428 10.648 10.721
H 16.829 9.820 12.208
H 15.115 9.897 11.670
H 19.633 7.514 8.381
H 19.820 9.088 7.914
C 9.826 10.623 13.622
C 9.914 12.136 13.545
C 11.035 12.534 12.625
O 12.321 12.059 13.101
C 13.335 12.861 12.635
N 8.728 12.783 13.097
H 10.691 10.030 13.968
H 9.676 10.361 12.547
H 8.916 10.416 14.222
H 10.195 12.589 14.489
H 11.086 13.620 12.553
H 10.797 12.210 11.581
H 13.362 12.994 11.558
H 14.300 12.414 12.945
H 13.338 13.888 13.113
H 8.032 12.965 13.817
H 8.256 12.308 12.323
C 18.143 18.350 10.540
C 19.048 17.235 10.058
C 19.018 16.166 11.093
O 19.499 16.746 12.282
C 19.690 15.930 13.383
N 18.622 16.702 8.755
H 18.370 18.895 11.470
H 17.096 18.011 10.645
H 18.100 19.022 9.705
H 20.073 17.545 9.943
H 19.663 15.344 10.787
H 17.995 15.834 11.329
H 18.747 15.370 13.599
H 20.134 16.541 14.188
H 20.378 15.099 13.167
H 19.250 16.014 8.417
H 17.691 16.301 8.787
C 21.080 13.136 16.663
C 19.811 13.777 16.064
C 18.632 12.818 16.326
O 18.662 11.760 15.320
C 17.581 10.951 15.537
N 19.545 14.998 16.841
H 22.039 13.495 16.262
H 21.006 12.069 16.366
H 21.093 13.316 17.770
H 19.886 13.927 14.983
H 17.689 13.307 16.041
H 18.674 12.317 17.287
H 17.587 10.169 14.802
H 16.628 11.468 15.453
H 17.613 10.503 16.548
H 18.780 15.514 16.415
H 20.359 15.639 16.838
C 12.481 17.447 15.267
C 13.374 16.582 14.389
C 14.448 17.372 13.576
O 13.799 18.371 12.810
C 14.641 18.950 11.792
N 14.052 15.591 15.207
H 12.328 18.414 14.813
H 12.952 17.758 16.200
H 11.501 16.973 15.390
H 12.708 16.071 13.703
H 14.938 16.649 12.938
H 15.110 17.874 14.285
H 14.683 18.299 10.911
H 15.649 18.977 12.198
H 14.191 19.901 11.475
H 14.412 15.983 16.066
H 14.854 15.200 14.750
C 15.073 11.594 7.858
C 14.010 11.961 8.941
O 12.922 12.735 8.354
H 15.278 12.480 7.257
H 14.746 10.695 7.320
H 16.054 11.339 8.240
H 14.380 12.580 9.748
H 13.608 11.067 9.393
H 12.579 12.240 7.624
C 15.494 16.717 6.357
C 14.741 16.287 7.595
O 15.421 15.321 8.350
H 15.733 15.806 5.812
H 16.395 17.281 6.586
H 14.831 17.272 5.706
H 13.759 15.847 7.414
H 14.601 17.162 8.225
H 14.979 15.328 9.209
C 21.368 9.924 12.670
C 20.797 10.108 11.258
O 21.392 11.243 10.630
H 20.954 10.726 13.353
H 22.431 10.177 12.652
H 21.161 8.964 13.157
H 19.734 10.262 11.305
H 21.080 9.228 10.707
H 21.656 11.913 11.280
C 19.011 12.658 8.467
O 18.286 12.465 9.475
N 20.222 12.078 8.245
N 18.529 13.460 7.402
H 20.665 11.712 9.098
H 20.835 12.228 7.441
H 17.668 13.976 7.474
H 19.241 13.939 6.854
C 16.951 13.526 12.771
O 16.484 13.898 13.871
N 17.883 12.462 12.672
N 16.544 13.871 11.467
H 18.417 12.218 13.491
H 18.328 12.228 11.800
H 16.951 13.375 10.686
H 15.827 14.528 11.271
C 12.385 15.870 10.636
O 13.571 16.019 10.324
N 11.584 14.880 10.124
N 11.683 16.626 11.494
H 10.591 14.837 10.424
H 11.917 14.188 9.503
H 12.071 17.437 11.934
H 10.750 16.400 11.737
*
```

No. 2
# CHCl2NO2

2 unconnected molecules or ions with the total composition CHCl2NO2 at a distorted geometry (ωB97M-V/def2-TZVPD, the OMol25 dataset).

Results
M	129.9	g/mol
gap between HOMO and LUMO (alpha / beta)	8.92 / 8.92	eV
ΔE to the lowest compared entry with this formula, charge and spin	343.84	kJ/mol
E_tot	-1164.156694	a.u.
F_max	2.3	eV/Å

Structure (ORCA input):
```
! wB97M-V def2-TZVPD RIJCOSX def2/J DEFGRID3
* xyz 0 1
C 0.071 0.447 0.812
N 0.073 -0.725 -0.971
O -0.346 -1.856 -0.882
O 0.530 -0.136 -1.922
Cl -1.529 0.473 1.372
Cl 0.522 1.821 -0.078
H 0.679 -0.025 1.669
*
```

No. 3
# C4H6O2

A molecular structure, C4H6O2 at a distorted geometry (ωB97M-V/def2-TZVPD, the OMol25 dataset).

Results
M	86.1	g/mol
gap between HOMO and LUMO	10.62	eV
ΔE to the lowest compared entry with this formula, charge and spin	521.44	kJ/mol
E_tot	-306.307690	a.u.
F_max	4.7	eV/Å

Structure (ORCA input):
```
! wB97M-V def2-TZVPD RIJCOSX def2/J DEFGRID3
* xyz 0 1
C -0.680 -1.309 0.765
O -0.035 -0.437 1.705
C 0.002 -0.096 0.351
C 1.243 0.179 -0.488
O 0.783 1.480 -0.765
C -0.483 1.169 -0.304
H -1.771 -1.326 0.811
H -0.198 -2.275 0.610
H 0.736 -0.357 -1.635
H 2.257 0.224 -0.037
H -1.028 2.030 0.098
H -0.942 0.575 -1.484
*
```

> Among the records above, which one has the lowest E_tot?

C29H85N11O11